(1)
# C5H8F3NS

A cluster of 2 separate species, C5H8F3NS in total in a non-equilibrium geometry (the ωB97M-V functional and the def2-TZVPD basis, the Open Molecules 2025 dataset).

Structure (XYZ):
```
18
Properties=species:S:1:pos:R:3:forces:R:3
C 0.21803 -1.05280 -0.19536 3.03 2.68 0.23
C 1.44521 -0.45873 0.19868 0.33 0.64 -1.40
C 2.06875 0.39837 -0.86687 4.60 -1.27 1.76
C 1.99210 -0.50769 1.43406 -0.70 -0.31 -1.32
C -2.69462 -0.37163 -0.08463 -0.39 0.00 0.27
N -1.81798 2.30888 0.55739 0.42 0.42 0.23
F -3.96043 0.10835 0.05184 1.08 -0.63 0.24
F -2.58598 -1.62207 0.49518 -0.37 1.61 -0.17
F -2.49455 -0.56570 -1.37931 -0.11 -0.06 -0.78
S -1.39591 0.84567 0.64450 -0.33 -1.97 1.35
H -0.13542 -0.95046 -1.14668 -0.63 0.18 -2.44
H -0.17088 -1.76564 0.36404 -2.01 -3.06 2.67
H 2.68366 -0.10057 -1.63099 -0.92 -0.73 -0.05
H 2.93224 1.01566 -0.50281 -1.09 -0.01 0.40
H 1.39455 0.98473 -1.30123 -2.77 2.55 -2.01
H 1.54093 -1.26537 2.03064 0.21 -0.01 1.34
H -1.81969 2.82156 -0.29436 -0.58 0.37 -0.96
H 2.79999 0.17744 1.62592 0.23 -0.40 0.65
```
Positions in Å, forces in eV/Å.

* energy above the lowest of the compared OMol25 structures with the same formula, charge and spin: 431.5 kJ/mol
* largest force on an atom: 5.09 eV/A
* multiplicity: 1
* frontier orbital gap (spin up / spin down): 8.07 / 6.91 eV
* DFT total energy: -25787.7502 eV
* lowest unoccupied orbital energy (spin up / spin down): -0.86 / -1.37 eV


(2)
# C38H48N6O4V

A structure of composition C38H48N6O4V (the ωB97M-V functional and the def2-TZVPD basis, the Open Molecules 2025 dataset).

Structure (XYZ):
```
97
Properties=species:S:1:pos:R:3:forces:R:3
V -0.11423 -0.06367 0.30219 -0.33 -0.47 -0.10
C 4.11892 6.24396 0.01375 -0.02 0.01 0.00
C 3.16586 5.71514 1.09513 -0.01 -0.01 0.00
C 3.88384 5.68766 2.45262 -0.01 0.03 -0.01
C 1.97051 6.66223 1.19418 0.03 0.00 0.01
C 2.73596 4.29936 0.73496 0.10 -0.16 -0.02
C 1.43030 3.93159 0.57122 -0.09 0.00 0.00
C 1.11524 2.58207 0.29613 0.13 0.00 0.03
N -0.11410 2.01535 0.19996 -0.19 0.18 -0.03
C -1.30933 2.59628 -0.00397 0.29 -0.11 0.11
C -1.58664 3.92433 -0.36166 -0.17 0.15 -0.02
C -2.89020 4.32911 -0.49424 0.14 -0.02 0.01
C -3.94270 3.37898 -0.24998 -0.01 -0.09 -0.02
C -3.76165 2.05729 0.03485 -0.15 0.03 -0.01
C -2.39746 1.62045 0.12498 0.07 0.02 0.02
O -2.05780 0.41587 0.32367 0.15 0.02 -0.11
C -4.91149 1.07723 0.24574 0.03 0.00 -0.01
C -4.78824 0.44505 1.64076 0.02 -0.02 0.02
C -4.87451 -0.01857 -0.83344 0.00 0.05 0.01
C -6.26185 1.78837 0.15670 0.02 0.00 0.01
C -3.19511 5.76292 -0.91618 -0.02 -0.01 0.01
C -2.61833 5.99171 -2.32193 0.00 0.00 0.00
C -2.53106 6.73012 0.07601 -0.01 0.00 0.00
C -4.69561 6.06037 -0.94968 0.03 0.00 0.00
C 2.14515 1.58498 0.20968 -0.06 0.07 0.00
O 1.72288 0.35434 0.06004 0.04 0.13 0.00
C 3.50448 1.96173 0.32920 0.05 -0.17 -0.04
C 3.73458 3.29425 0.58979 -0.12 0.16 0.01
C 4.70763 1.00640 0.24620 -0.03 0.05 0.01
C 4.36888 -0.41265 -0.22116 0.00 -0.01 0.00
C 5.34364 0.91184 1.64064 -0.01 -0.01 -0.01
C 5.73032 1.57946 -0.74659 -0.01 0.01 0.01
H 4.43346 7.25780 0.26384 0.01 0.01 0.00
H 3.62592 6.26992 -0.95932 0.00 0.00 -0.01
H 5.01794 5.63411 -0.07792 0.01 -0.01 0.00
H 4.20228 6.69481 2.72426 0.01 0.00 0.01
H 4.77335 5.05642 2.43152 0.01 -0.01 0.00
H 3.21752 5.31969 3.23570 0.00 0.00 0.01
H 2.32296 7.66357 1.44124 -0.01 0.01 0.00
H 1.27358 6.35747 1.97744 -0.01 0.00 0.01
H 1.43133 6.72818 0.24654 -0.01 0.00 -0.01
H 0.63464 4.63898 0.73305 0.03 0.03 0.01
H -0.77998 4.60439 -0.58056 -0.01 0.01 -0.01
H -4.95597 3.73780 -0.33112 0.00 0.02 0.01
H -3.89546 -0.17078 1.72849 -0.06 0.02 0.00
H -5.64565 -0.20475 1.81705 0.00 -0.01 0.01
H -4.77954 1.21448 2.41584 -0.02 0.02 0.01
H -3.98229 -0.63373 -0.76037 0.06 -0.03 0.01
H -4.93017 0.41933 -1.83242 0.00 0.00 0.00
H -5.73603 -0.67462 -0.70522 0.00 0.00 0.01
H -6.36630 2.56477 0.91734 0.00 0.02 0.01
H -7.05266 1.05786 0.32305 -0.01 0.00 0.00
H -6.42700 2.23247 -0.82699 -0.02 0.00 -0.01
H -1.53714 5.85079 -2.34460 0.01 0.00 0.00
H -2.83013 7.01229 -2.64242 0.00 0.01 -0.01
H -3.06562 5.30830 -3.04515 0.00 0.00 -0.01
H -1.44664 6.61338 0.09686 0.01 0.00 0.00
H -2.91100 6.57613 1.08709 0.00 0.00 0.01
H -2.74761 7.75824 -0.21570 0.00 0.01 0.00
H -5.21974 5.43878 -1.67716 -0.01 0.00 -0.01
H -4.84463 7.09963 -1.24172 0.00 0.00 0.00
H -5.15989 5.92481 0.02860 -0.01 0.00 0.01
H 4.76250 3.60616 0.71792 0.01 0.00 0.01
H 3.73224 -0.93951 0.48644 -0.01 0.00 0.01
H 5.30230 -0.97001 -0.31338 0.00 0.00 -0.01
H 3.88069 -0.41152 -1.19565 -0.02 0.00 -0.01
H 4.64411 0.48087 2.36181 0.00 0.00 0.01
H 5.66094 1.88934 2.00850 0.00 0.01 0.00
H 6.22286 0.26697 1.60703 0.01 0.00 0.00
H 5.29401 1.67244 -1.74220 0.00 0.00 -0.01
H 6.58810 0.90995 -0.81299 0.01 -0.01 0.00
H 6.10320 2.55832 -0.44640 0.02 0.00 -0.01
N 1.01484 -3.64588 -0.73541 -0.04 -0.07 0.08
C -0.10095 -3.12692 -0.20514 0.01 0.00 -0.02
O -0.21134 -1.82381 -0.25000 0.20 0.07 0.02
C -1.10757 -3.90026 0.34527 -0.14 0.07 0.05
C -2.25169 -3.24671 0.87005 0.11 -0.06 -0.01
N -3.14535 -2.66571 1.30914 -0.02 0.02 -0.01
C -0.96977 -5.31170 0.38590 0.06 0.02 0.00
N -0.75777 -6.44334 0.38373 0.00 -0.03 -0.01
H 1.73096 -3.03555 -1.08501 -0.02 0.03 -0.01
H 1.16957 -4.64087 -0.72555 -0.01 0.00 -0.01
N 2.92785 2.02403 4.54260 0.02 -0.01 -0.02
C 1.98977 1.33227 5.23616 -0.06 0.06 0.00
O 1.96962 1.28909 6.44588 0.02 -0.03 0.01
C 0.92197 0.61492 4.44520 0.01 -0.03 0.01
C -0.08989 -0.02946 5.15169 0.00 0.01 -0.03
C -1.08747 -0.68481 4.45378 0.00 0.01 -0.02
C -1.05747 -0.67946 3.07030 -0.03 -0.01 0.05
N -0.07938 -0.06809 2.38651 0.02 0.04 0.00
C 0.88938 0.55835 3.06845 0.09 0.04 0.01
H 3.64394 2.48644 5.07771 0.00 0.00 0.00
H 2.96716 2.08298 3.54183 0.00 0.00 -0.01
H -0.06655 0.00186 6.23288 0.00 0.00 0.00
H -1.88998 -1.19850 4.96269 0.00 0.00 0.00
H -1.82541 -1.17613 2.49025 -0.01 -0.01 -0.02
H 1.65919 1.02290 2.46872 -0.02 -0.02 0.00
```
Positions in Å, forces in eV/Å.

* energy above the lowest of the compared OMol25 structures with the same formula, charge and spin: 11.8 kJ/mol
* largest force on an atom: 0.58 eV/A
* multiplicity: 3
* expectation value of S²: 2.44
* frontier orbital gap (spin up / spin down): 5.45 / 5.39 eV
* charge: +1
* DFT total energy: -83001.4823 eV
* lowest unoccupied orbital energy (spin up / spin down): -5.39 / -5.47 eV


(3)
# C3H7ClNO2S

A cluster of 2 separate species, C3H7ClNO2S in total in a non-equilibrium geometry (the ωB97M-V functional and the def2-TZVPD basis, the Open Molecules 2025 dataset).

Structure (XYZ):
```
15
Properties=species:S:1:pos:R:3:forces:R:3
C 0.34639 2.84961 -1.26826 -2.08 0.43 -0.32
C -0.88440 -1.00551 1.56293 0.43 0.16 -1.13
C 0.06427 -1.79863 -0.46827 0.77 -0.84 1.80
N -0.96015 -0.98536 0.08611 -0.25 -1.25 1.75
O 0.20452 1.78276 1.07936 -0.34 0.91 2.79
O 1.95372 0.87699 -0.48127 -0.69 0.64 0.56
S 0.56883 1.39800 -0.25131 0.87 -0.66 -3.18
Cl 1.14097 2.59867 -2.79502 0.19 0.23 -0.78
H -0.79510 3.12921 -1.48843 2.46 -0.73 0.79
H -0.36763 -0.06496 1.86024 0.32 -0.78 0.01
H -1.88240 -0.76736 1.80765 -1.38 -0.22 1.10
H -0.48190 -1.96637 2.04480 -0.48 1.36 -0.71
H 0.74743 -2.24355 0.31122 -0.27 0.57 -0.45
H -0.28369 -2.69610 -0.96094 -0.48 0.08 -0.91
H 0.62912 -1.10741 -1.03880 0.92 0.11 -1.32
```
Positions in Å, forces in eV/Å.

* energy above the lowest of the compared OMol25 structures with the same formula, charge and spin: 106.9 kJ/mol
* largest force on an atom: 3.36 eV/A
* multiplicity: 3
* expectation value of S²: 2.01
* frontier orbital gap (spin up / spin down): 6.58 / 6.72 eV
* charge: -1
* DFT total energy: -32163.7104 eV
* lowest unoccupied orbital energy (spin up / spin down): 3.75 / 3.14 eV


(4)
# C4H12S2

A cluster of 2 separate species, C4H12S2 in total in a non-equilibrium geometry (the ωB97M-V functional and the def2-TZVPD basis, the Open Molecules 2025 dataset).

Structure (XYZ):
```
18
Properties=species:S:1:pos:R:3:forces:R:3
C -0.79764 -0.59893 1.42740 -1.03 -0.34 1.33
C -1.87201 -1.54321 2.03540 0.44 0.48 0.40
C -3.27966 -1.12677 1.67074 -1.18 -0.19 -0.06
H -0.90738 -0.37560 0.37149 0.16 -0.34 -0.17
H 0.16177 -1.00338 1.72898 0.41 0.22 -0.44
H -0.96822 0.32634 1.98395 0.38 0.26 -0.30
H -1.75844 -1.40329 3.11553 0.01 -0.26 0.01
H -1.66573 -2.59950 1.87585 -0.05 -0.03 -0.44
H -3.30150 -0.58685 0.72469 -0.11 -0.05 -0.08
H -4.02433 -1.93232 1.62389 0.50 -0.26 -0.35
H -3.77115 -0.50583 2.41920 0.46 0.51 0.09
C 3.39787 1.98278 -1.77175 1.00 -0.23 0.63
S 3.30583 2.31511 -3.53018 -0.52 0.27 -0.08
S 2.19980 0.66963 -4.17369 -0.29 0.21 0.34
H 4.46617 2.09028 -1.56003 -0.15 -0.14 0.31
H 3.10788 0.96552 -1.51810 0.05 -0.08 -0.24
H 2.86998 2.64916 -1.09412 -0.33 0.26 -0.45
H 2.83674 0.67684 -5.32926 0.24 -0.29 -0.50
```
Positions in Å, forces in eV/Å.

* energy above the lowest of the compared OMol25 structures with the same formula, charge and spin: 68.2 kJ/mol
* largest force on an atom: 1.72 eV/A
* multiplicity: 1
* frontier orbital gap: 8.75 eV
* DFT total energy: -26012.4106 eV
* lowest unoccupied orbital energy: 0.50 eV